Record 1
DFT (ωB97M-V with the def2-TZVPD basis set) results for a structure of composition C32H27FeN4O2S2Se.

Molecular weight (g/mol): 698.5
2S+1: 6
Charge: +2
Expectation value of S²: 8.779
HOMO level (spin up / spin down) (eV): -13.846 / -14.040
F_max (eV/Å): 0.74

CARTESIAN COORDINATES (ANGSTROEM)
Fe1 -0.081 0.512 0.073
S1 5.236 -0.535 5.341
N1 3.631 -0.556 5.480
C1 3.142 -0.288 4.280
C2 1.733 -0.203 3.947
C3 0.694 -0.362 4.866
C4 -0.607 -0.239 4.426
C5 -0.847 0.032 3.083
N2 0.132 0.176 2.196
C6 1.406 0.070 2.618
C7 2.444 0.289 1.597
N3 2.018 0.556 0.339
C8 2.929 0.818 -0.596
C9 4.295 0.812 -0.336
C10 4.739 0.514 0.933
C11 3.798 0.244 1.929
C12 4.139 -0.069 3.304
N4 5.371 -0.175 3.777
H1 0.921 -0.570 5.903
H2 -1.440 -0.342 5.106
H3 -1.857 0.137 2.707
H4 2.555 1.043 -1.588
H5 4.987 1.039 -1.134
H6 5.794 0.488 1.170
O1 0.068 0.279 -1.921
S2 0.584 -0.629 -3.049
C13 -0.832 -1.035 -4.021
C14 -1.003 -2.375 -4.337
C15 -2.096 -2.748 -5.112
C16 -2.990 -1.784 -5.547
C17 -2.810 -0.442 -5.215
C18 -1.724 -0.056 -4.454
C19 1.478 0.469 -4.114
C20 1.265 1.841 -4.072
C21 1.995 2.649 -4.930
C22 2.904 2.085 -5.816
C23 3.101 0.712 -5.847
C24 2.393 -0.110 -4.983
H7 -0.297 -3.119 -3.988
H8 -2.244 -3.786 -5.371
H9 -3.835 -2.074 -6.157
H10 -3.515 0.299 -5.565
H11 -1.562 0.984 -4.202
H12 0.552 2.264 -3.376
H13 1.856 3.721 -4.909
H14 3.468 2.722 -6.484
H15 3.814 0.279 -6.536
H16 2.551 -1.181 -4.988
C25 -3.302 -0.419 -0.901
C26 -2.443 -1.622 -0.646
O2 -1.304 -1.219 0.182
H17 -4.164 -0.720 -1.496
H18 -2.770 0.355 -1.458
H19 -3.672 -0.008 0.038
H20 -2.058 -2.064 -1.566
H21 -2.985 -2.382 -0.083
H22 -0.875 -2.006 0.538
Se1 -0.738 2.803 0.333
C27 -2.313 3.752 0.056
C28 -3.580 3.150 0.025
C29 -4.704 3.935 -0.138
C30 -4.574 5.315 -0.271
C31 -3.322 5.917 -0.249
C32 -2.189 5.145 -0.080
H23 -3.669 2.082 0.136
H24 -5.685 3.482 -0.155
H25 -5.459 5.926 -0.388
H26 -3.234 6.989 -0.356
H27 -1.208 5.601 -0.051

Löwdin atomic charge list, values in e, 2 entries: 0.5550 1.0957

Record 2
DFT (ωB97M-V with the def2-TZVPD basis set) results for a structure of composition C42H48N7O3PS2Ti at a distorted geometry.

Molecular weight (g/mol): 841.9
2S+1: 3
Charge: -2
Expectation value of S²: 2.312
HOMO level (spin up / spin down) (eV): -0.600 / -2.305
F_max (eV/Å): 2.11

CARTESIAN COORDINATES (ANGSTROEM)
Ti1 -0.467 1.070 0.228
C1 3.370 1.410 2.198
C2 2.112 0.987 1.833
N1 1.434 1.449 0.759
C3 2.064 2.398 0.004
C4 3.368 2.876 0.299
C5 4.030 2.355 1.432
C6 3.927 3.865 -0.526
C7 3.185 4.396 -1.561
C8 1.901 3.961 -1.841
C9 1.307 2.935 -1.080
N2 0.053 2.424 -1.163
C10 -1.000 3.028 -1.795
C11 -1.015 3.757 -2.998
C12 -2.138 4.476 -3.361
C13 -3.276 4.487 -2.574
C14 -3.364 3.649 -1.452
C15 -4.541 3.487 -0.680
C16 -4.509 2.594 0.391
C17 -3.375 1.862 0.653
N3 -2.235 1.944 -0.091
C18 -2.224 2.883 -1.092
H1 3.829 0.988 3.082
H2 1.617 0.241 2.429
H3 5.019 2.702 1.691
H4 4.929 4.219 -0.320
H5 3.613 5.185 -2.169
H6 1.358 4.441 -2.635
H7 -0.167 3.727 -3.666
H8 -2.120 5.055 -4.278
H9 -4.130 5.094 -2.847
H10 -5.437 4.040 -0.921
H11 -5.387 2.453 1.011
H12 -3.350 1.149 1.468
C19 0.197 -4.688 -0.935
S1 0.096 -2.876 -1.079
C20 1.069 -2.674 -2.591
H13 -0.369 -5.154 -1.740
H14 -0.233 -4.953 0.024
H15 1.239 -4.991 -0.974
H16 2.092 -2.987 -2.399
H17 1.046 -1.616 -2.833
H18 0.621 -3.259 -3.392
C21 -2.246 -0.651 3.609
C22 -0.853 -0.292 3.028
C23 -0.387 -1.519 2.220
C24 -0.944 0.906 2.111
C25 0.049 0.005 4.225
C26 -0.143 1.174 4.962
C27 0.692 1.517 6.005
C28 1.747 0.691 6.359
C29 1.933 -0.490 5.665
C30 1.088 -0.836 4.626
H19 -2.918 -0.920 2.796
H20 -2.669 0.188 4.156
H21 -2.166 -1.497 4.293
H22 -0.959 -1.549 1.283
H23 -0.554 -2.446 2.771
H24 0.670 -1.463 1.959
H25 -1.229 1.825 2.660
H26 -0.950 1.841 4.700
H27 0.521 2.440 6.544
H28 2.412 0.962 7.168
H29 2.746 -1.152 5.935
H30 1.264 -1.774 4.120
C31 -4.472 -1.161 -3.879
N4 -3.602 -2.227 -3.419
C32 -4.193 -2.824 -2.233
N5 -4.440 -1.875 -1.164
C33 -5.271 -0.798 -1.676
N6 -4.727 -0.163 -2.863
C34 -3.536 0.592 -2.530
P1 -2.109 -0.395 -1.774
C35 -2.264 -1.735 -3.140
C36 -3.203 -1.373 -0.592
H31 -5.429 -1.602 -4.188
H32 -4.009 -0.672 -4.742
H33 -3.532 -3.614 -1.866
H34 -5.154 -3.269 -2.521
H35 -5.388 -0.037 -0.900
H36 -6.256 -1.216 -1.925
H37 -3.849 1.360 -1.827
H38 -3.166 1.091 -3.433
H39 -1.667 -2.598 -2.844
H40 -1.853 -1.330 -4.071
H41 -3.447 -0.724 0.255
H42 -2.626 -2.232 -0.226
N7 2.432 -0.594 -0.972
C37 3.550 -1.299 -0.536
C38 4.834 -0.867 -0.868
C39 5.931 -1.657 -0.574
C40 5.769 -2.881 0.041
C41 4.510 -3.297 0.418
C42 3.405 -2.509 0.144
S2 7.175 -4.012 0.159
O1 7.241 -4.592 -1.187
O2 8.341 -3.194 0.495
O3 6.821 -4.999 1.183
H43 1.598 -0.682 -0.387
H44 2.626 0.365 -1.230
H45 4.958 0.088 -1.364
H46 6.931 -1.341 -0.830
H47 4.415 -4.249 0.919
H48 2.415 -2.825 0.444

Löwdin atomic charge list, values in e, 2 entries: 0.8594 -0.0712